Entry 1:
{
  "formula": "C32H21Br2IrN7O3",
  "method": "wB97M-V/def2-TZVPD",
  "gap_ev": 6.61,
  "de_lowest_ev": 1.313,
  "homo_energy_ev": -10.2,
  "total_charge": 1,
  "lumo_energy_ha": -0.1308,
  "largest_force_ev_per_a": 1.6,
  "symbols": ["Ir", "O", "C", "N", "C", "O", "C", "C", "C", "C", "C", "N", "C", "C", "C", "C", "C", "N", "H", "H", "H", "H", "H", "H", "H", "H", "Br", "C", "C", "C", "C", "C", "C", "N", "N", "C", "C", "C", "C", "O", "C", "N", "C", "C", "C", "C", "H", "H", "H", "H", "H", "H", "H", "H", "H", "Br", "C", "C", "C", "C", "C", "N", "H", "H", "H", "H"],
  "positions_angstrom": [[-0.74, -1.28, -0.67], [-1.55, -3.17, -4.16], [-1.10, -2.72, -3.14], [-1.80, -2.17, -2.07], [-3.15, -1.82, -2.08], [-3.91, -1.83, -3.01], [-3.58, -1.36, -0.70], [-4.91, -1.35, -0.34], [-5.25, -0.96, 0.95], [-4.24, -0.60, 1.83], [-2.93, -0.62, 1.40], [-2.61, -0.98, 0.15], [0.39, -2.71, -2.85], [1.27, -3.37, -3.68], [2.63, -3.35, -3.36], [3.05, -2.66, -2.23], [2.11, -2.01, -1.46], [0.81, -2.03, -1.77], [-5.65, -1.64, -1.07], [-6.28, -0.95, 1.27], [-4.46, -0.31, 2.85], [-2.11, -0.34, 2.04], [0.88, -3.90, -4.53], [3.34, -3.86, -3.99], [4.09, -2.63, -1.95], [2.38, -1.45, -0.57], [5.62, 3.32, -0.38], [4.89, 2.74, 1.26], [4.61, 3.66, 2.25], [4.02, 3.22, 3.43], [3.68, 1.89, 3.59], [4.05, 0.96, 2.62], [4.66, 1.39, 1.46], [3.01, 1.56, 4.82], [2.28, 0.57, 4.95], [1.57, -0.05, 3.89], [1.31, -1.39, 4.08], [0.74, -2.22, 3.10], [0.40, -1.67, 1.89], [-0.12, -2.36, 0.87], [0.60, -0.28, 1.70], [0.19, 0.17, 0.47], [0.23, 1.46, 0.22], [0.60, 2.39, 1.20], [1.00, 1.95, 2.44], [1.09, 0.57, 2.70], [4.85, 4.71, 2.11], [3.79, 3.92, 4.23], [3.88, -0.10, 2.78], [4.95, 0.67, 0.70], [1.60, -1.81, 5.04], [0.57, -3.27, 3.29], [-0.06, 1.76, -0.78], [0.55, 3.44, 0.98], [1.22, 2.67, 3.22], [-0.01, 0.62, -3.87], [-1.72, 1.27, -3.39], [-2.50, 1.90, -4.35], [-3.72, 2.40, -3.93], [-4.10, 2.27, -2.60], [-3.24, 1.61, -1.74], [-2.07, 1.09, -2.13], [-2.16, 1.99, -5.37], [-4.37, 2.90, -4.64], [-5.03, 2.67, -2.24], [-3.50, 1.47, -0.70]],
  "lowdin_charge": [1.45, 0.15, -0.44, -0.04, -0.44, 0.15, -0.19, 0.03, -0.01, -0.02, -0.07, -0.05, -0.21, 0.03, -0.01, -0.02, -0.08, -0.08, 0.14, 0.12, 0.12, 0.12, 0.14, 0.12, 0.12, 0.12, 0.76, -0.69, -0.11, -0.02, -0.29, -0.03, -0.12, 0.08, 0.08, -0.23, 0.00, 0.02, -0.34, -0.19, -0.17, -0.06, -0.08, 0.00, 0.02, -0.10, 0.11, 0.12, 0.12, 0.10, 0.12, 0.13, 0.09, 0.12, 0.13, 0.83, -0.73, -0.08, -0.03, -0.03, -0.13, 0.00, 0.11, 0.12, 0.11, 0.11]
}

=====

Entry 2:
{
  "formula": "C4H9NO",
  "method": "wB97M-V/def2-TZVPD",
  "gap_ev": 10.18,
  "de_lowest_ev": 1.542,
  "homo_energy_ev": -9.1,
  "smiles": "CC[C@@H](N)C=O",
  "total_charge": 0,
  "lumo_energy_ha": 0.0384,
  "largest_force_ev_per_a": 1.5,
  "symbols": ["O", "C", "C", "C", "C", "N", "H", "H", "H", "H", "H", "H", "H", "H", "H"],
  "positions_angstrom": [[-0.65, 2.71, 0.59], [0.21, 1.88, 0.52], [-0.07, 0.40, 0.62], [0.26, -0.18, -0.77], [-0.72, -1.29, -1.26], [0.68, -0.25, 1.64], [1.26, 2.19, 0.36], [-1.16, 0.29, 0.68], [0.23, 0.65, -1.48], [1.29, -0.52, -0.87], [-1.05, -1.08, -2.27], [-1.56, -1.30, -0.57], [-0.23, -2.27, -1.18], [0.37, -0.12, 2.59], [1.14, -1.11, 1.40]],
  "lowdin_charge": [0.06, -0.25, -0.41, -0.21, -0.08, 0.06, 0.13, 0.13, 0.10, 0.11, 0.07, 0.06, 0.07, 0.08, 0.08]
}

=====

Entry 3:
{
  "formula": "C12H16BCrF2N3O22S2",
  "method": "wB97M-V/def2-TZVPD",
  "gap_ev": [6.10, 6.10],
  "spin_multiplicity": 5,
  "de_lowest_ev": 1.288,
  "homo_energy_ev": [-2.5, -2.5],
  "total_charge": -2,
  "lumo_energy_ha": [0.1306, 0.1306],
  "s_squared": 6.0049,
  "largest_force_ev_per_a": 8.7,
  "symbols": ["Cr", "O", "C", "O", "B", "O", "C", "O", "O", "C", "O", "C", "O", "O", "N", "S", "O", "O", "F", "S", "O", "O", "F", "N", "O", "O", "O", "N", "O", "O", "O", "O", "C", "O", "C", "C", "C", "H", "H", "H", "H", "H", "H", "H", "H", "O", "C", "O", "C", "C", "C", "H", "H", "H", "H", "H", "H", "H", "H"],
  "positions_angstrom": [[6.26, -18.50, 16.09], [7.47, -14.59, 15.88], [7.11, -14.61, 14.69], [7.26, -13.72, 13.74], [6.75, -14.14, 12.46], [6.20, -15.49, 12.74], [6.43, -15.80, 14.01], [6.11, -16.82, 14.58], [7.81, -14.24, 11.41], [7.44, -13.75, 10.30], [7.94, -13.98, 9.21], [6.16, -12.94, 10.59], [5.84, -13.19, 11.86], [5.68, -12.20, 9.80], [8.15, -17.91, 16.47], [9.45, -17.83, 15.65], [10.45, -18.84, 15.80], [9.93, -16.49, 15.31], [8.73, -18.30, 14.30], [8.87, -17.24, 17.80], [8.54, -15.80, 17.91], [10.11, -17.83, 18.40], [7.76, -17.91, 18.76], [5.25, -19.94, 18.98], [5.82, -19.80, 17.93], [4.56, -19.06, 19.48], [5.53, -20.90, 19.62], [5.25, -15.91, 18.24], [5.97, -14.88, 18.22], [5.50, -16.80, 17.43], [4.43, -16.14, 19.07], [4.35, -19.39, 15.15], [3.78, -20.30, 14.51], [3.33, -20.23, 13.19], [3.58, -19.08, 12.43], [5.06, -19.03, 12.05], [3.38, -21.51, 15.24], [3.26, -18.12, 12.84], [2.97, -19.17, 11.53], [5.36, -19.95, 11.55], [5.61, -18.99, 12.99], [5.23, -18.15, 11.43], [2.71, -22.16, 14.67], [2.88, -21.27, 16.18], [4.34, -22.01, 15.38], [6.98, -20.60, 15.17], [7.61, -21.60, 14.76], [8.64, -22.22, 15.42], [8.97, -21.86, 16.79], [9.29, -23.06, 17.58], [7.26, -22.24, 13.44], [8.23, -21.17, 17.17], [9.96, -21.43, 16.66], [8.40, -23.42, 18.10], [10.08, -23.04, 18.34], [9.51, -23.87, 16.88], [6.22, -22.20, 13.11], [7.67, -23.25, 13.50], [7.92, -21.79, 12.69]],
  "mulliken_spin": [3.85, 0.00, 0.00, 0.00, 0.00, -0.01, 0.00, -0.01, 0.00, 0.00, 0.00, 0.00, 0.00, 0.00, 0.00, 0.02, 0.00, 0.00, 0.02, 0.02, 0.00, 0.00, 0.01, 0.01, 0.00, 0.00, 0.00, 0.01, 0.01, 0.02, 0.00, 0.02, 0.01, 0.00, 0.00, -0.01, 0.00, 0.00, 0.00, 0.00, 0.02, 0.00, 0.00, 0.00, 0.00, -0.03, 0.01, 0.00, 0.00, 0.00, 0.00, 0.00, 0.00, 0.00, 0.00, 0.00, 0.00, 0.00, 0.00]
}